Here is H22NO14Zn2 as an isolated structure from OMol25. Energies are from ωB97M-V with the def2-TZVPD basis set.

Computed properties:
Multiplicity: 1
LUMO: -12.1 eV
Energy: -127317.5624 eV
Total charge: +3

Element x y z (Å)
Zn  -13.79  10.10  -17.75
Zn  -14.08  9.37  -12.05
N  -12.71  11.01  -14.74
O  -13.13  10.65  -15.90
O  -11.77  11.78  -14.68
O  -13.23  10.60  -13.68
O  -9.60  12.35  -16.88
H  -10.38  12.49  -17.44
H  -9.70  11.46  -16.52
O  -12.48  13.90  -16.74
H  -12.70  13.24  -17.40
H  -12.45  13.44  -15.90
O  -16.04  9.69  -12.66
H  -16.99  9.57  -12.44
H  -16.04  10.12  -13.53
O  -11.08  13.60  -11.47
H  -11.78  14.25  -11.34
H  -11.18  13.30  -12.38
O  -14.15  11.02  -10.96
H  -14.21  10.87  -10.00
H  -14.31  11.96  -11.08
O  -15.06  11.61  -17.75
H  -15.23  12.36  -18.36
H  -15.87  11.52  -17.23
O  -10.23  10.88  -11.57
H  -10.30  11.85  -11.44
H  -9.64  10.77  -12.32
O  -12.09  9.03  -11.37
H  -11.42  9.81  -11.45
H  -11.64  8.26  -11.75
O  -12.24  8.79  -17.92
H  -11.41  8.76  -17.42
H  -12.21  8.03  -18.53
O  -9.94  14.35  -14.54
H  -10.06  13.42  -14.75
H  -9.10  14.39  -14.08
O  -14.09  7.69  -13.24
H  -15.00  7.40  -13.36
H  -13.55  7.02  -13.67